ORCA calculation (ωB97M-V/def2-TZVPD) on a 7-piece molecular cluster, C25H54N2O9 overall in a non-equilibrium geometry.

Positions of all 90 atoms, in Å:
C (-58.715, -16.049, -14.589)
N (-59.037, -15.592, -13.239)
C (-59.479, -14.221, -13.476)
C (-59.978, -16.435, -12.567)
C (-57.763, -15.681, -12.454)
C (-57.628, -14.761, -11.078)
O (-56.387, -15.042, -10.528)
H (-58.403, -17.226, -14.546)
H (-58.059, -15.536, -15.193)
H (-59.629, -16.141, -15.073)
H (-59.899, -13.730, -12.535)
H (-60.181, -14.256, -14.317)
H (-58.689, -13.390, -13.650)
H (-60.889, -16.561, -13.224)
H (-60.345, -16.096, -11.720)
H (-59.590, -17.449, -12.231)
H (-57.140, -15.167, -13.124)
H (-57.342, -16.632, -12.153)
H (-58.375, -15.178, -10.390)
H (-57.733, -13.709, -11.100)
H (-56.435, -15.996, -10.118)
N (-57.862, -18.127, -10.086)
O (-56.667, -17.732, -9.980)
O (-58.065, -19.045, -10.925)
O (-58.805, -17.484, -9.539)
C (-60.911, -18.712, -10.700)
C (-61.855, -19.807, -11.107)
C (-62.650, -20.005, -9.809)
O (-62.525, -18.789, -9.026)
C (-61.850, -17.825, -9.888)
H (-60.670, -18.149, -11.677)
H (-60.032, -19.175, -10.377)
H (-61.312, -20.807, -11.227)
H (-62.384, -19.485, -11.836)
H (-62.341, -20.773, -9.209)
H (-63.592, -19.993, -10.206)
H (-61.431, -17.094, -9.137)
H (-62.434, -17.394, -10.412)
C (-55.706, -21.160, -11.334)
C (-54.818, -22.084, -12.134)
C (-55.777, -23.248, -12.605)
O (-57.176, -22.643, -12.640)
C (-57.136, -21.809, -11.435)
H (-55.964, -20.336, -11.779)
H (-55.383, -21.022, -10.408)
H (-54.129, -22.503, -11.395)
H (-54.564, -21.527, -13.025)
H (-55.857, -24.210, -12.042)
H (-55.547, -23.179, -13.700)
H (-57.400, -22.315, -10.336)
H (-57.771, -21.013, -11.520)
C (-59.959, -20.428, -15.631)
C (-59.259, -20.311, -14.374)
C (-58.427, -18.977, -14.459)
O (-59.216, -18.148, -15.298)
C (-59.728, -19.012, -16.375)
H (-60.887, -20.869, -15.551)
H (-59.356, -20.984, -16.201)
H (-58.413, -21.027, -14.048)
H (-59.983, -20.164, -13.656)
H (-57.478, -19.061, -14.890)
H (-58.505, -18.498, -13.633)
H (-59.225, -19.103, -17.321)
H (-60.762, -18.764, -16.648)
C (-53.622, -18.790, -13.554)
C (-53.735, -18.496, -15.094)
C (-55.104, -18.065, -15.387)
O (-55.446, -17.323, -14.285)
C (-54.802, -17.790, -13.036)
H (-52.813, -18.282, -13.179)
H (-53.925, -19.684, -13.169)
H (-53.618, -19.253, -15.793)
H (-52.874, -17.833, -15.291)
H (-55.774, -18.841, -15.269)
H (-55.201, -17.628, -16.288)
H (-55.553, -18.480, -12.548)
H (-54.494, -17.104, -12.240)
C (-59.424, -19.216, -6.884)
C (-58.480, -20.237, -7.510)
C (-58.578, -21.395, -6.537)
O (-58.788, -20.833, -5.272)
C (-59.669, -19.682, -5.463)
H (-60.267, -18.790, -7.518)
H (-58.784, -18.130, -6.817)
H (-57.427, -19.708, -7.458)
H (-58.715, -20.477, -8.667)
H (-57.792, -22.070, -6.801)
H (-59.579, -22.055, -6.816)
H (-59.531, -18.717, -4.771)
H (-60.748, -19.976, -5.409)

The relative energy (zero: lowest compared OMol25 entry of this formula, charge and spin) comes out at 458.0 kJ/mol. For the HOMO energy, the calculation gives -9.0 eV. As for the total energy: -1770.86973 hartree.